No. 1
C6H15NO | ωB97M-V with the def2-TZVPD basis set

Values from the calculation:
Spin multiplicity = 2
Charge = -1
HOMO-LUMO gap (spin up / spin down) = 2.600 / 8.641 eV
Expectation value of S² = 0.7503
Maximum force = 8.54 eV Å⁻¹
Relative energy (zero: lowest compared OMol25 entry of this formula, charge and spin) = 3.119 eV

Element x y z (Å)
C -1.42 1.57 -1.42
C -0.93 0.20 -1.26
C 0.55 0.24 -1.13
C 1.15 0.31 0.26
C 1.79 1.43 0.64
C 0.93 -2.15 0.14
N 0.92 -0.92 1.00
H -1.16 2.23 -2.13
H -2.57 1.43 -1.15
H -1.29 2.27 -0.43
H -1.52 -0.19 -0.39
H -1.24 -0.44 -2.09
H 0.78 1.20 -1.56
H 0.98 -0.47 -1.82
H 2.16 1.77 1.67
H 2.04 2.22 -0.04
H 1.80 -2.72 0.38
H 0.89 -1.96 -0.95
H 0.00 -2.54 0.41
H 1.42 -1.02 1.87
H -1.21 -0.40 1.45
H -2.61 -0.84 0.96
O -2.18 -0.47 1.67

No. 2
C6H15NO | ωB97M-V with the def2-TZVPD basis set

Values from the calculation:
Spin multiplicity = 2
Charge = -1
HOMO-LUMO gap (spin up / spin down) = 5.963 / 5.662 eV
Expectation value of S² = 0.7534
Maximum force = 1.72 eV Å⁻¹
Relative energy (zero: lowest compared OMol25 entry of this formula, charge and spin) = 2.118 eV

Element x y z (Å)
C -0.22 0.53 -0.65
C -1.21 1.44 0.14
C -2.59 0.81 0.17
O -3.18 -2.07 -0.05
C 1.19 0.95 -0.51
N 2.19 0.00 -0.14
C 1.91 -1.39 -0.43
C 2.67 0.20 1.22
H -0.48 -0.46 -0.28
H -0.58 0.58 -1.68
H -3.21 1.26 0.95
H -0.82 1.52 1.16
H -1.17 2.47 -0.21
H -3.16 0.91 -0.76
H -2.57 -0.28 0.38
H 1.58 1.60 -1.30
H -3.88 -2.68 0.20
H 1.25 -1.89 0.31
H 1.26 -1.47 -1.29
H 2.83 -1.96 -0.49
H 3.46 -0.54 1.42
H 1.93 0.02 2.01
H 3.11 1.19 1.33

No. 3
C6H15NO | ωB97M-V with the def2-TZVPD basis set

Values from the calculation:
Spin multiplicity = 1
HOMO-LUMO gap = 7.905 eV
Maximum force = 4.98 eV Å⁻¹
Relative energy (zero: lowest compared OMol25 entry of this formula, charge and spin) = 6.756 eV

Element x y z (Å)
C -1.95 0.80 0.21
C -2.30 -0.45 1.15
O -2.53 -1.65 0.44
C -1.36 0.35 -1.15
N 1.50 -0.80 -0.14
C 3.01 -0.66 -0.46
C 1.74 0.47 0.38
C 1.89 1.82 -0.30
H -1.15 1.39 0.75
H -2.88 1.44 0.17
H -3.30 -0.20 1.56
H -1.61 -0.59 2.01
H -1.69 -2.15 0.37
H -2.13 -0.31 -1.70
H -1.11 1.13 -1.95
H -0.49 -0.23 -0.76
H 3.94 0.01 -0.20
H 3.54 -1.61 -0.05
H 3.03 -0.90 -1.55
H 1.92 0.55 1.47
H 1.43 2.61 0.30
H 1.20 1.76 -1.18
H 2.87 1.98 -0.72

No. 4
C6H15NO | ωB97M-V with the def2-TZVPD basis set

Values from the calculation:
Spin multiplicity = 1
SMILES = C=C(CC)CCN.O
HOMO-LUMO gap = 9.483 eV
Maximum force = 3.08 eV Å⁻¹
Relative energy (zero: lowest compared OMol25 entry of this formula, charge and spin) = 2.739 eV

Element x y z (Å)
C 0.78 1.38 -0.82
C 0.67 0.39 0.06
C 0.10 0.71 1.40
C 0.37 2.05 2.06
C 1.10 -0.99 -0.27
C -0.06 -2.08 -0.25
N -0.05 -2.84 -1.50
H 1.18 1.46 -1.83
H 0.93 2.42 -0.52
H 0.19 -0.08 2.15
H -0.96 0.58 1.18
H -0.28 2.91 2.09
H 0.71 1.97 3.10
H 1.31 2.53 1.69
H 1.87 -1.27 0.47
H 1.64 -1.10 -1.21
H -1.01 -1.52 -0.26
H -0.05 -2.72 0.63
H 0.84 -3.26 -1.72
H -0.41 -2.32 -2.28
O -3.21 0.48 -1.71
H -3.40 0.58 -0.77
H -2.26 0.72 -1.70